1.
{"formula": "C31H79FN9O8", "method": "ωB97M-V/def2-TZVPD", "elements": ["C", "C", "N", "N", "C", "N", "C", "C", "N", "N", "C", "C", "F", "H", "H", "H", "H", "H", "H", "H", "H", "H", "H", "H", "H", "H", "H", "H", "H", "H", "H", "H", "C", "O", "C", "C", "N", "C", "C", "O", "C", "H", "H", "H", "H", "H", "H", "H", "H", "H", "H", "H", "H", "H", "H", "H", "C", "O", "C", "C", "N", "C", "C", "O", "C", "H", "H", "H", "H", "H", "H", "H", "H", "H", "H", "H", "H", "H", "H", "H", "C", "O", "C", "C", "N", "C", "C", "O", "C", "H", "H", "H", "H", "H", "H", "H", "H", "H", "H", "H", "H", "H", "H", "H", "C", "O", "C", "C", "N", "C", "C", "O", "C", "H", "H", "H", "H", "H", "H", "H", "H", "H", "H", "H", "H", "H", "H", "H"], "xyz": [[-1.0865, -4.9421, 0.7593], [-2.4602, -4.4490, 0.3291], [-2.2963, -3.2517, -0.4751], [-3.5469, -2.6945, -0.8708], [-4.1411, -1.9194, 0.0495], [-3.4754, -1.4035, 1.1069], [-2.7875, -0.0927, 0.8930], [-1.2437, -0.1133, 0.8301], [-0.6374, -1.3168, 1.3627], [-5.4144, -1.6788, -0.1567], [-6.2851, -0.8346, 0.6441], [-6.6033, -1.3578, 2.0264], [-5.8297, 0.4261, 0.6975], [-1.0009, -6.0118, 0.7014], [-0.3058, -4.5196, 0.1558], [-0.8794, -4.6678, 1.7813], [-3.0453, -4.2545, 1.2189], [-2.9696, -5.2500, -0.2127], [-1.8259, -3.5022, -1.3357], [-4.2074, -3.4585, -1.0590], [-4.0445, -1.4242, 1.9386], [-3.2109, 0.4068, 0.0382], [-3.0588, 0.5215, 1.7342], [-0.9478, 0.0825, -0.1893], [-0.9175, 0.7484, 1.4059], [-0.9705, -1.5077, 2.2968], [0.3667, -1.2021, 1.3554], [-5.8251, -2.1023, -0.9777], [-7.2150, -0.7875, 0.0987], [-6.6246, -2.4324, 2.0692], [-7.5387, -0.9186, 2.3188], [-5.8789, -0.9469, 2.7146], [-4.9474, 2.4060, -2.4004], [-5.4265, 1.3065, -3.1575], [-6.6016, 0.7240, -2.6186], [-7.7887, 0.9327, -3.5342], [-8.1913, 2.3305, -3.5429], [-9.2015, 2.6588, -4.5491], [-8.8035, 2.5453, -6.0171], [-7.8255, 3.4829, -6.4215], [-6.4791, 3.0833, -6.2451], [-3.9944, 2.7151, -2.8268], [-5.6366, 3.2543, -2.4434], [-4.7892, 2.1184, -1.3553], [-6.8094, 1.1074, -1.6151], [-6.4110, -0.3569, -2.5372], [-8.6264, 0.3223, -3.1817], [-7.5044, 0.5772, -4.5339], [-7.3752, 2.9053, -3.7087], [-9.5042, 3.6922, -4.3689], [-10.0845, 2.0371, -4.3731], [-9.6939, 2.7709, -6.6092], [-8.5008, 1.5278, -6.2936], [-6.3571, 2.0023, -6.3535], [-6.0909, 3.4021, -5.2728], [-5.8849, 3.5777, -7.0130], [-3.3737, 4.1559, 0.6601], [-1.9607, 4.1433, 0.6989], [-1.3446, 3.5602, -0.4475], [-0.5719, 4.6025, -1.2239], [-1.4790, 5.5391, -1.8749], [-0.8176, 6.6930, -2.4835], [-0.1211, 7.6831, -1.5558], [-1.0023, 8.3980, -0.7111], [-1.3059, 7.7785, 0.5247], [-3.7300, 4.5321, 1.6175], [-3.7456, 4.8151, -0.1317], [-3.7702, 3.1448, 0.5093], [-2.0758, 3.0542, -1.0862], [-0.6417, 2.8060, -0.0781], [0.0345, 4.1044, -1.9858], [0.1064, 5.1052, -0.5220], [-2.1454, 5.8755, -1.1919], [-1.5824, 7.2425, -3.0367], [-0.0946, 6.3318, -3.2209], [0.3576, 8.4342, -2.1891], [0.6815, 7.2179, -0.9710], [-0.4721, 7.1765, 0.8951], [-2.2036, 7.1569, 0.4508], [-1.5118, 8.5676, 1.2476], [6.0721, -4.1205, -0.5792], [6.1369, -5.3095, 0.1859], [6.5157, -5.1087, 1.5443], [5.3729, -5.4497, 2.4744], [4.3010, -4.4671, 2.3633], [3.0776, -4.8280, 3.0693], [2.2973, -6.0391, 2.5679], [1.7303, -5.8603, 1.2801], [2.5750, -6.2063, 0.1925], [5.8850, -4.4057, -1.6132], [5.2557, -3.4717, -0.2410], [7.0167, -3.5718, -0.5335], [6.8667, -4.0871, 1.7142], [7.3483, -5.7875, 1.7492], [5.7389, -5.4613, 3.5048], [5.0325, -6.4631, 2.2214], [4.0812, -4.3335, 1.3848], [2.4111, -3.9621, 3.0133], [3.3137, -4.9749, 4.1276], [1.4522, -6.1834, 3.2480], [2.8826, -6.9641, 2.6064], [3.2577, -7.0186, 0.4483], [3.1467, -5.3439, -0.1594], [1.9369, -6.5349, -0.6293], [10.4519, 1.2970, 0.6094], [10.5085, 0.0906, 1.3485], [10.8235, 0.2717, 2.7255], [9.6488, -0.1183, 3.5954], [8.5522, 0.8324, 3.4528], [7.3109, 0.4148, 4.0977], [6.6047, -0.8175, 3.5416], [6.0890, -0.6468, 2.2336], [6.9907, -0.9346, 1.1808], [10.3060, 1.0338, -0.4369], [9.6157, 1.9277, 0.9303], [11.3850, 1.8597, 0.7014], [11.1397, 1.2977, 2.9302], [11.6639, -0.3897, 2.9550], [9.9681, -0.1400, 4.6410], [9.3497, -1.1359, 3.3083], [8.3714, 0.9752, 2.4677], [6.6150, 1.2546, 4.0258], [7.5056, 0.2578, 5.1630], [5.7372, -1.0114, 4.1786], [7.2300, -1.7167, 3.5934], [7.7052, -1.7158, 1.4535], [7.5267, -0.0371, 0.8606], [6.4010, -1.2827, 0.3323]], "charge": 1, "spin_multiplicity": 1, "e_above_lowest_kcal_mol": 9.9, "homo_lumo_gap_ev": 6.74, "homo_energy_ev": -9.9, "e_tot_ha": -2422.64129}

---

2.
{"formula": "C28H30BrN6O6RuS", "method": "ωB97M-V/def2-TZVPD", "elements": ["Ru", "O", "S", "O", "N", "C", "C", "C", "C", "C", "C", "C", "C", "N", "C", "C", "C", "C", "C", "C", "C", "H", "H", "H", "H", "H", "H", "H", "H", "H", "H", "H", "Br", "C", "C", "C", "C", "C", "N", "C", "O", "O", "H", "H", "H", "C", "C", "O", "O", "H", "H", "H", "C", "N", "C", "C", "N", "N", "C", "C", "H", "H", "H", "H", "H", "H", "H", "H", "H", "H", "H", "H", "H"], "xyz": [[0.4155, 0.4422, -0.3086], [-1.0932, -0.9255, -2.0470], [-0.0420, -1.8914, -2.2324], [0.7585, -1.9130, -3.4149], [0.9538, -1.5101, -0.9171], [1.9315, -2.2657, -0.4571], [2.3191, -3.5157, -0.9984], [3.3445, -4.2517, -0.4280], [4.0272, -3.7810, 0.6759], [3.7103, -2.5174, 1.2374], [4.4160, -1.9757, 2.3298], [4.0770, -0.7301, 2.7840], [3.0340, -0.0416, 2.1486], [2.3462, -0.5309, 1.1404], [2.6743, -1.7485, 0.6819], [-0.7080, -3.4824, -1.8975], [-0.5917, -4.4897, -2.8426], [-1.1576, -5.7263, -2.5666], [-1.8080, -5.9383, -1.3604], [-1.9103, -4.9184, -0.4210], [-1.3651, -3.6745, -0.6884], [1.8236, -3.8940, -1.8790], [3.6170, -5.2030, -0.8621], [4.8254, -4.3648, 1.1139], [5.2174, -2.5418, 2.7857], [4.5962, -0.2687, 3.6111], [2.7612, 0.9533, 2.4771], [-0.0756, -4.3013, -3.7742], [-1.0902, -6.5230, -3.2940], [-2.2423, -6.9059, -1.1488], [-2.4190, -5.0922, 0.5168], [-1.4402, -2.8677, 0.0315], [2.3571, 3.7808, 0.1361], [1.2264, 3.2503, 1.5494], [0.9483, 4.1446, 2.5766], [0.1128, 3.7189, 3.5942], [-0.4127, 2.4332, 3.5495], [-0.0763, 1.6231, 2.4803], [0.7409, 2.0274, 1.4998], [-0.6705, 0.2289, 2.3708], [-1.3222, -0.2229, 3.2848], [-0.4771, -0.3946, 1.2418], [1.3785, 5.1344, 2.5679], [-0.1254, 4.3846, 4.4118], [-1.0689, 2.0398, 4.3119], [2.8523, 1.3844, -3.5503], [2.2287, 1.0770, -2.2227], [2.8616, 0.6818, -1.2409], [0.9444, 1.2051, -2.1379], [3.9023, 1.6343, -3.4271], [2.3184, 2.1852, -4.0556], [2.7731, 0.4880, -4.1679], [-1.6218, 4.6524, -0.8498], [-2.5966, 3.6497, -0.4579], [-3.9531, 3.9336, -0.9072], [-2.1940, 2.3618, -0.2384], [-1.0059, 1.9632, -0.6299], [-3.0405, 1.5614, 0.4488], [-3.9107, 2.0718, 1.4939], [-3.2082, 0.1472, 0.1554], [-2.0380, 5.6372, -0.6414], [-1.3824, 4.6055, -1.9179], [-0.7049, 4.5322, -0.2760], [-3.9355, 4.2474, -1.9537], [-4.3985, 4.7314, -0.3107], [-4.5726, 3.0463, -0.8302], [-0.6378, 2.5027, -1.4049], [-3.6289, 3.0875, 1.7580], [-3.8033, 1.4332, 2.3737], [-4.9619, 2.0585, 1.1938], [-2.6237, -0.1255, -0.7195], [-4.2656, -0.0337, -0.0567], [-2.9131, -0.4734, 1.0019]], "charge": 1, "spin_multiplicity": 5, "e_above_lowest_kcal_mol": 0.0, "homo_lumo_gap_ev": [8.39, 6.18], "s_squared": 6.06, "homo_energy_ev": [-11.3, -11.4], "e_tot_ha": -4931.87222}